Entry 1:
Density functional theory data (ωB97M-V/def2-TZVPD) for the molecule C4H10N2 in a non-equilibrium geometry.

energy above the lowest of the compared OMol25 structures with the same formula, charge and spin = 321.0 kJ/mol
highest occupied orbital energy = -8.58 eV
HOMO-LUMO gap = 0.35331 hartree
E_LUMO = 1.039 eV
charge = 0

Each line ends with the Mulliken charge.
Element x y z (Å)
N (-0.819, 1.309, 0.459)  -0.294
N (-1.824, 0.444, 1.034)  -0.433
C (0.990, -1.670, 0.171)  -0.932
C (0.460, -0.350, -1.728)  -1.537
C (0.578, 0.845, 0.545)  -0.677
C (0.681, -0.445, -0.248)  0.936
H (1.090, 1.640, 0.178)  0.329
H (1.366, -1.942, 1.182)  0.244
H (-0.234, 0.363, -2.055)  0.429
H (-1.886, 0.087, 1.968)  0.184
H (-0.854, 2.152, 0.926)  0.205
H (1.363, -0.199, -2.112)  0.380
H (-2.589, 0.961, 0.643)  0.223
H (0.771, 0.677, 1.677)  0.334
H (-0.025, -1.305, -2.198)  0.330
H (0.932, -2.566, -0.440)  0.279

***

Entry 2:
Density functional theory data (ωB97M-V/def2-TZVPD) for a 2-piece molecular cluster, C4H11BO2 overall in a non-equilibrium geometry.

energy above the lowest of the compared OMol25 structures with the same formula, charge and spin = 498.3 kJ/mol
highest occupied orbital energy (spin up / spin down) = -7.87 / -7.48 eV
HOMO-LUMO gap (spin up / spin down) = 0.29154 / 0.29132 hartree
E_LUMO (spin up / spin down) = 0.066 / 0.444 eV
charge = 0

Each line ends with the Mulliken charge.
Element x y z (Å)
O (2.123, -1.796, 1.223)  -0.447
O (2.586, 0.187, 0.215)  -0.393
C (-1.351, -1.750, -0.857)  -1.259
C (-1.505, 0.501, 0.169)  -1.100
C (-0.784, -0.338, -0.817)  0.024
C (2.241, 1.090, -0.889)  -0.421
B (1.872, -0.882, 0.265)  0.390
H (-0.693, 0.187, -1.813)  0.270
H (-0.903, 1.394, 0.532)  0.274
H (-1.262, -2.078, -1.906)  0.306
H (-2.321, -1.790, -0.550)  0.470
H (-0.774, -2.349, -0.171)  0.224
H (2.836, -1.457, 1.827)  0.328
H (2.450, 2.043, -0.474)  0.271
H (1.174, 0.949, -0.982)  0.077
H (-2.413, 0.768, -0.256)  0.408
H (-1.743, -0.115, 1.076)  0.292
H (2.661, 0.901, -1.833)  0.287